A structure of composition C22H39Cl3N3O3SiTl in a non-equilibrium geometry. Source: OMol25; level of theory: ωB97M-V with the def2-TZVPD basis set.

```
! RIJCOSX wB97M-V def2-TZVPD def2/J DEFGRID3
* xyz 0 1
C 3.087 -1.481 0.093
C 3.430 -0.225 0.830
H 3.821 -1.693 -0.694
H 2.082 -1.431 -0.359
H 3.085 -2.337 0.789
C 4.585 0.445 0.709
C 5.734 0.071 -0.173
H 4.736 1.358 1.292
H 5.546 -0.813 -0.795
H 6.634 -0.131 0.428
H 5.992 0.910 -0.838
Tl -0.625 0.160 0.735
Cl -0.636 -1.238 2.817
Cl -0.533 -1.443 -1.213
H -6.303 1.035 1.109
H -6.313 -1.544 1.388
C -5.575 0.912 0.296
C -5.587 -1.566 0.568
N -4.833 -0.325 0.508
H -4.874 1.749 0.281
C -3.513 -0.370 0.570
O -2.798 0.664 0.370
H -4.876 -2.376 0.740
H -3.061 -1.348 0.798
H -6.116 0.854 -0.658
H -6.112 -1.752 -0.376
H 2.391 0.668 -1.934
H 3.510 2.776 -1.035
C 1.572 1.274 -2.349
C 2.722 3.318 -1.584
N 1.499 2.538 -1.641
H 0.627 0.731 -2.256
C 0.396 2.926 -0.965
O -0.667 2.288 -0.923
H 2.509 4.267 -1.074
H 0.532 3.885 -0.421
H 1.803 1.472 -3.405
H 3.084 3.521 -2.603
O 1.392 0.918 0.869
C 2.316 0.331 1.703
C 2.664 2.736 2.507
C 2.724 1.363 2.761
H 2.265 3.080 1.551
C 3.089 3.641 3.485
H 1.872 -0.526 2.235
C 3.147 0.897 4.007
H 3.046 4.712 3.274
C 3.560 3.171 4.716
C 3.583 1.795 4.982
H 3.134 -0.183 4.183
H 3.897 3.876 5.477
H 3.935 1.417 5.944
Si -1.882 -4.597 -4.337
Cl 0.125 -4.987 -4.707
C -2.278 -3.021 -5.267
C -2.024 -4.434 -2.484
C -2.877 -6.051 -4.987
H -1.628 -2.206 -4.920
H -3.323 -2.725 -5.105
H -2.121 -3.158 -6.346
H -2.730 -6.179 -6.068
H -3.950 -5.899 -4.804
H -2.575 -6.983 -4.490
H -1.387 -3.613 -2.120
H -1.710 -5.365 -1.992
H -3.058 -4.212 -2.187
C -3.001 3.289 4.161
C -2.080 2.665 3.235
N -1.348 2.155 2.488
H -3.524 2.516 4.742
H -3.744 3.883 3.615
H -2.469 3.949 4.857
*
```

Results
- energy relative to the best compared isomer or geometry (same formula, charge and spin) (kJ/mol) = 0.00
- frontier orbital gap (eV) = 7.82